# 1
Formula: C28H55BeBr3Cl6N3O3SSi
Source: the OMol25 dataset
Level of theory: the ωB97M-V functional and the def2-TZVPD basis

charge = -1
orbital gap = 0.03388 hartree

Structure (XYZ):
```
101
Properties=species:S:1:pos:R:3:forces:R:3
C 0.49264 -0.97776 -3.97769 0.1 -0.8 -1.8
Si 1.13836 0.07258 -2.49610 0.1 -0.2 1.1
C 0.92267 1.99554 -2.83516 -0.2 -0.5 2.3
C 2.99984 -0.18985 -2.06489 1.3 0.5 -0.4
C 3.68698 -1.51820 -2.73567 0.7 -0.1 0.6
C 3.13523 -2.95276 -2.16553 0.9 -0.9 -0.8
C 4.21913 -3.72562 -1.15283 -1.5 -1.1 0.2
C 3.90318 -3.43157 0.42867 0.8 0.6 -0.6
C 5.08305 -3.88676 1.47171 -1.4 -0.2 0.9
C 4.69334 -3.17652 2.93488 -0.6 -0.1 -0.6
C 5.62270 -1.87427 3.29338 -1.7 0.3 0.9
C 4.84010 -0.41601 3.06665 3.6 0.1 0.8
C 5.07586 0.57811 4.36490 -0.2 0.1 0.1
C 3.93118 1.77915 4.48645 0.7 1.0 -0.5
C 3.10422 2.03930 3.08781 -6.0 -1.7 0.6
N 3.73399 2.52975 1.78292 -0.5 -0.4 2.2
O 1.76594 1.81365 3.12926 8.2 1.7 -0.4
C 0.13970 -0.23801 -0.83288 -3.1 -0.3 4.1
C 0.63779 -1.23063 0.37270 -2.9 1.5 0.6
C -0.16599 -1.46548 1.79381 -1.3 2.8 -3.4
C -1.56259 -0.62949 2.02928 2.8 -0.1 -3.8
C -2.09962 0.35399 0.80901 2.8 -1.5 -0.1
C -1.28335 0.57657 -0.61511 1.5 -2.8 4.0
H -0.66416 -0.82896 -4.17519 2.4 -0.5 0.6
H 0.79188 -2.12942 -3.91702 -0.8 2.5 0.2
H 1.02823 -0.58199 -4.96859 -1.1 -0.8 2.1
H 1.40195 2.52315 -1.88668 -0.8 -0.3 -1.8
H -0.24059 2.23857 -2.76628 2.0 -0.2 0.5
H 1.39027 2.33348 -3.85270 0.4 -0.2 2.3
H 3.15049 -0.09792 -0.89418 -0.2 -0.4 -2.3
H 3.57889 0.74828 -2.52294 -1.1 -1.8 1.0
H 4.83995 -1.46645 -2.49109 -2.2 -0.3 -0.7
H 3.59148 -1.51306 -3.91458 0.0 0.2 2.4
H 3.05543 -3.67598 -3.11207 0.1 1.6 2.0
H 2.05102 -2.90865 -1.71021 2.1 0.1 -0.7
H 4.00153 -4.88724 -1.32221 0.5 2.3 0.4
H 5.33082 -3.56014 -1.47794 -1.8 0.1 0.4
H 2.90305 -3.96623 0.74757 1.8 1.2 -0.5
H 3.79058 -2.25334 0.53990 0.1 -2.4 0.0
H 5.00706 -5.05794 1.68401 0.4 2.4 -0.9
H 6.14722 -3.58306 1.09043 -2.1 -0.6 0.7
H 3.56599 -2.80033 2.84840 2.4 -0.7 0.2
H 4.68963 -3.98770 3.78693 0.3 1.6 -1.6
H 6.60315 -1.95191 2.65910 -1.6 0.0 1.1
H 5.82658 -1.92248 4.46449 0.1 -0.1 -2.4
H 5.43256 0.07852 2.17775 -1.3 -0.7 1.3
H 5.07811 -0.00913 5.40432 -0.1 1.1 -2.3
H 6.13036 1.12429 4.30430 -2.0 -1.0 0.2
H 3.18588 1.61156 5.37970 1.3 0.1 -2.1
H 4.51993 2.78722 4.71372 -1.2 -1.9 -0.4
H 4.34574 1.79874 1.35792 -0.5 0.8 0.8
H 4.23808 3.42493 1.96773 -0.2 -1.3 -0.2
H 1.63841 -1.81679 0.21774 -2.1 1.3 0.4
H 0.31971 -2.21135 2.58046 -1.3 1.9 -1.8
H -2.10913 -0.77326 3.05489 1.0 0.5 -2.3
H -3.10559 0.95016 1.01224 2.4 -1.4 -0.6
H -1.70879 1.31179 -1.42019 0.8 -1.7 1.8
Be 7.92379 -0.69192 3.75327 0.3 0.2 0.1
C 1.91509 4.00995 6.75960 0.0 0.0 -0.5
Cl 0.57791 3.79821 7.89636 -0.1 0.0 0.0
Cl 3.47511 3.86044 7.57758 0.0 0.1 -0.1
H 1.84605 3.24470 5.98263 0.0 0.1 0.2
H 1.84404 5.00219 6.30750 0.0 -0.2 0.2
C -5.65115 3.15512 -1.33320 0.1 -0.2 0.1
S -4.46191 4.19854 -2.21063 -0.1 0.3 0.1
O -3.25406 3.35823 -2.50257 -0.9 3.5 1.7
C -4.06242 5.25180 -0.79505 0.0 0.1 0.2
H -6.01279 2.38660 -2.02032 0.1 0.1 0.0
H -5.16876 2.67751 -0.47703 0.0 0.0 -0.1
H -6.49329 3.76486 -0.99763 0.1 0.1 -0.1
H -3.67953 4.64294 0.02742 0.0 0.0 -0.1
H -4.95771 5.79147 -0.47757 0.0 0.0 0.0
H -3.29752 5.96955 -1.10068 -0.1 -0.2 -0.1
C -9.76932 1.68783 -1.29555 0.0 -1.2 -0.1
Cl -9.49590 3.39404 -0.90368 0.1 0.2 0.2
Cl -9.59186 1.41329 -3.03696 -0.1 0.2 0.3
Cl -8.65394 0.65421 -0.38605 -0.3 0.4 -0.3
H -10.79140 1.42800 -1.00833 0.3 0.2 -0.1
C -6.08264 -0.76830 -3.53839 0.2 0.0 1.2
C -5.82960 -0.76563 -2.03961 1.5 0.0 8.1
N -5.61971 -0.76348 -0.79629 -1.8 0.0 -9.9
H -7.15548 -0.69258 -3.73548 0.1 0.0 0.2
H -5.57428 0.08068 -4.00377 0.1 -0.1 0.2
H -5.70425 -1.69484 -3.97877 0.0 0.1 0.2
Br 1.73018 -7.37985 -0.72384 0.0 0.1 0.0
C 0.46514 -5.92613 -0.42392 0.0 -0.1 0.2
C -0.49808 -5.79175 -1.58038 -0.1 0.2 -0.1
Br 0.34798 -4.92036 -3.10638 -0.2 -0.3 0.0
H 1.05396 -5.02277 -0.24224 -0.1 -0.2 -0.2
H -0.06754 -6.19750 0.49189 0.0 0.1 -0.2
H -1.33582 -5.14257 -1.31109 0.2 -0.1 0.0
H -0.88661 -6.75054 -1.93534 0.2 0.2 0.2
Cl -2.76801 1.56051 -3.38084 0.2 -3.7 -1.5
N -10.35216 6.45570 -0.55587 0.0 0.3 0.0
H -9.85463 5.61409 -0.86948 0.0 -0.1 -0.1
H -10.31328 7.17052 -1.29190 0.0 0.0 0.0
H -11.33188 6.22061 -0.35853 0.0 -0.1 0.0
H -9.90869 6.81773 0.29654 0.0 0.0 0.0
Br -0.16842 1.93888 -4.84694 -1.2 0.7 -3.9
O 6.91546 -3.54886 -2.88673 -0.1 1.4 -0.1
H 6.87791 -4.46420 -2.67709 0.0 -1.4 0.2
```
Forces are in eV/Å.

# 2
Formula: C28H55F3N3O3
Source: the OMol25 dataset
Level of theory: the ωB97M-V functional and the def2-TZVPD basis

expectation value of S² = 2.008
charge = +1
orbital gap (alpha / beta) = 0.28683 / 0.31640 hartree
2S+1 = 3
ΔE to the lowest compared entry with this formula, charge and spin = 0.00 kJ/mol

Structure (XYZ):
```
92
Properties=species:S:1:pos:R:3:forces:R:3
C 5.87036 2.34293 -0.33955 -0.4 -0.7 0.3
C 4.76155 1.26683 -0.52334 1.0 1.3 -0.5
C 4.51603 1.13101 -2.02911 -0.9 0.4 0.4
C 3.52245 1.73481 0.27984 0.4 -1.1 -0.3
C 2.17124 1.34368 -0.34035 0.2 -0.7 0.9
C 1.07599 1.20080 0.77664 0.4 1.4 -2.2
C -0.21660 1.24691 -0.08271 0.7 -1.5 2.2
N 0.12121 1.70248 -1.45998 -1.3 0.2 -0.1
C 1.58367 2.16644 -1.50853 -1.0 -0.4 1.0
C 1.42617 3.69693 -1.40582 0.3 0.0 -1.2
O 2.61348 4.38054 -1.04138 -0.4 -0.8 -0.1
C 2.50687 5.11642 0.08865 0.9 -0.4 -0.5
F 1.94836 4.45913 1.08528 -1.1 -0.7 0.8
F 3.70744 5.41499 0.47534 1.6 0.6 0.2
F 1.83766 6.20910 -0.13318 -1.1 1.3 -0.1
H 6.67615 2.15789 -1.04824 0.2 0.1 0.2
H 6.22982 2.26283 0.68704 0.3 0.2 -0.1
H 5.48392 3.35257 -0.48626 0.0 0.0 -0.1
H 5.20327 0.35200 -0.12782 -0.4 -0.3 0.0
H 3.75907 0.36396 -2.23544 0.4 -0.1 -0.3
H 4.11525 2.09340 -2.37560 0.1 0.0 -0.1
H 5.43106 0.98398 -2.59424 0.0 -0.4 0.1
H 3.64197 2.78821 0.49955 -0.3 0.1 -0.1
H 3.56036 1.22302 1.24419 -0.1 0.1 0.1
H 2.26084 0.32340 -0.73789 0.2 0.1 -0.1
H 1.13437 0.26547 1.31641 0.2 -0.1 0.0
H 1.20129 2.04291 1.45195 -0.4 0.0 0.2
H -0.47800 0.19536 -0.16395 -0.7 0.2 -0.1
H -0.95507 1.81279 0.47621 -0.5 0.2 -0.8
H -0.58082 2.39849 -1.73196 0.5 0.4 0.0
H -0.09340 0.94961 -2.11713 0.5 -0.2 0.1
H 1.90724 1.76223 -2.46218 0.6 0.6 -0.1
H 0.56836 3.95764 -0.78312 0.3 0.0 0.4
H 1.16491 4.04949 -2.40935 0.0 0.0 0.0
C 0.60247 -4.77494 -0.78978 0.1 -0.3 0.0
C 0.94553 -3.54393 -1.65040 -1.3 -1.1 1.0
C 0.52206 -3.79008 -3.10230 0.3 0.0 -0.4
C 1.44171 -4.75955 -3.83792 0.0 0.0 0.0
C 2.89022 -4.28564 -3.75390 -0.5 0.2 -0.2
C 3.36106 -4.04607 -2.31631 1.3 -1.8 0.4
N 2.39736 -3.20967 -1.53416 -0.5 1.1 -2.3
O 2.55571 -1.97509 -1.88152 0.3 0.7 0.7
C 3.58898 -5.40805 -1.62250 -0.3 -0.2 0.1
C 4.75184 -3.40835 -2.34673 -0.1 0.7 0.1
C 0.06404 -2.43814 -1.06423 0.3 0.5 0.0
H 0.88890 -4.61377 0.25097 0.1 0.0 0.0
H -0.47218 -4.96035 -0.81145 0.0 0.2 0.0
H 1.06447 -5.69705 -1.12690 0.1 0.1 0.0
H 0.51066 -2.83974 -3.64832 0.1 0.1 0.1
H -0.50270 -4.16667 -3.12689 0.0 0.0 0.2
H 1.33830 -5.76774 -3.42969 0.0 0.0 0.0
H 1.13944 -4.82370 -4.88491 0.0 0.0 0.0
H 3.54179 -5.01704 -4.23566 0.1 0.0 0.2
H 2.98887 -3.36058 -4.33237 0.0 0.1 0.1
H 3.68713 -5.28712 -0.54243 0.0 0.0 0.0
H 4.50779 -5.86879 -1.98309 0.0 0.2 -0.1
H 2.80639 -6.13682 -1.82109 0.0 0.1 0.1
H 4.77192 -2.47329 -2.90619 -0.1 0.0 0.1
H 5.45922 -4.07922 -2.83203 -0.1 -0.1 0.0
H 5.11623 -3.21302 -1.33605 0.0 0.0 0.0
H 0.34886 -2.21246 -0.03311 0.0 0.0 0.0
H -0.97813 -2.75592 -1.05941 0.1 -0.2 0.0
H 0.11253 -1.51464 -1.64784 0.1 -0.1 0.0
C -6.61306 0.41541 4.02523 -0.1 0.4 0.1
C -5.31602 0.13022 3.24342 -1.5 -0.6 1.5
C -4.10013 0.49684 4.10055 0.4 0.4 -0.2
C -3.88283 2.00228 4.22470 0.0 -0.1 0.0
C -3.80627 2.64037 2.84171 0.3 -0.3 0.3
C -5.01274 2.31659 1.95659 -1.1 1.7 0.1
N -5.32275 0.85317 1.93511 2.6 -0.3 0.1
O -4.47214 0.26165 1.15333 -0.5 -0.1 -0.6
C -6.23286 3.12881 2.44523 -0.2 -0.1 0.3
C -4.76407 2.85977 0.54878 0.3 -0.5 -0.5
C -5.33699 -1.38731 3.04923 0.3 -0.1 -0.6
H -7.48940 0.15049 3.43186 0.0 0.0 0.0
H -6.63902 -0.18175 4.93713 0.1 -0.1 -0.1
H -6.72460 1.44638 4.34849 0.0 0.0 -0.1
H -3.19914 0.04955 3.66561 -0.1 0.0 -0.1
H -4.20577 0.06008 5.09529 -0.2 -0.1 -0.1
H -4.67989 2.45769 4.81690 0.0 0.0 0.0
H -2.95473 2.19229 4.76839 0.0 0.0 0.0
H -3.70489 3.72289 2.95124 -0.2 0.0 -0.2
H -2.88852 2.29527 2.34808 -0.1 -0.1 -0.1
H -7.15661 2.75102 2.00500 0.0 0.0 0.0
H -6.13640 4.17439 2.15303 0.1 -0.1 -0.1
H -6.34340 3.14287 3.52675 0.0 -0.1 0.0
H -3.85711 2.45773 0.09298 -0.1 -0.2 0.0
H -4.64177 3.94259 0.57171 -0.1 0.0 0.3
H -5.60503 2.63888 -0.11066 0.0 -0.1 0.0
H -6.17607 -1.69180 2.42177 0.0 0.0 0.0
H -5.44582 -1.88215 4.01414 -0.1 0.2 0.1
H -4.41898 -1.76499 2.60073 0.0 0.1 -0.1
```
Forces are in eV/Å.